--- 1 ---
Computed, not measured: C28H24Br5N7O8S2SeW as an isolated structure, with ωB97M-V/def2-TZVPD.

Properties
* gap between HOMO and LUMO: 0.199 Eh
* lowest unoccupied orbital energy: -0.27855 hartree
* total charge: +2

Positions of all 76 atoms, in Å:
W  -1.051  0.734  -0.695
Br  -4.646  6.631  -1.493
C  -3.257  5.412  -1.193
C  -1.949  5.862  -0.971
Br  -1.558  7.690  -0.957
C  -0.914  4.947  -0.738
Br  0.869  5.473  -0.411
C  -1.207  3.598  -0.736
O  -0.338  2.607  -0.448
C  -2.495  3.162  -0.969
O  -2.593  1.803  -0.903
C  -3.538  4.041  -1.188
Br  -5.260  3.348  -1.450
C  -4.534  -0.222  -0.249
O  -3.169  -0.570  0.029
C  -2.871  -1.913  0.045
C  -3.765  -2.958  0.115
C  -3.244  -4.255  0.182
Br  -4.442  -5.699  0.278
C  -1.879  -4.494  0.164
C  -0.992  -3.422  0.072
C  -1.506  -2.142  0.021
O  -0.669  -1.051  0.062
C  0.461  -3.681  -0.025
N  1.168  -4.343  0.850
C  2.425  -4.476  0.256
C  3.554  -5.174  0.703
C  4.648  -5.228  -0.130
C  4.647  -4.591  -1.388
C  3.555  -3.881  -1.841
C  2.444  -3.842  -0.995
N  1.171  -3.318  -1.143
H  -4.820  -0.608  -1.228
H  -4.595  0.859  -0.242
H  -5.169  -0.636  0.535
H  -4.834  -2.808  0.120
H  -1.488  -5.501  0.208
H  0.810  -1.034  0.647
H  3.542  -5.687  1.655
H  5.523  -5.785  0.176
H  5.520  -4.676  -2.022
H  3.545  -3.425  -2.822
H  0.795  -2.858  -1.963
C  0.811  3.400  2.573
N  -0.627  3.585  2.442
C  -1.309  4.764  2.657
C  -2.626  4.509  2.472
N  -2.719  3.176  2.150
C  -1.496  2.621  2.129
S  -1.179  0.945  1.810
H  1.270  4.376  2.699
H  1.192  2.938  1.666
H  1.024  2.777  3.440
H  -0.802  5.675  2.921
H  -3.487  5.149  2.544
H  -3.568  2.665  1.961
C  4.894  -1.894  1.202
C  3.477  -1.521  1.614
C  2.858  -0.536  0.707
N  1.604  -0.437  0.425
N  1.172  0.560  -0.398
C  2.224  1.254  -0.831
N  2.185  2.269  -1.671
S  3.730  0.702  -0.127
H  5.296  -2.585  1.938
H  5.544  -1.016  1.184
H  4.911  -2.377  0.227
H  3.487  -1.044  2.603
H  2.817  -2.392  1.676
H  1.303  2.510  -2.103
H  3.026  2.747  -1.954
O  -1.160  0.016  -4.770
Se  -0.515  -0.241  -3.347
O  0.715  -1.260  -3.170
O  -0.212  1.237  -2.466
O  -1.734  -0.460  -2.121

--- 2 ---
Computed, not measured: C28H24Br5N7O8S2SeW as an isolated structure, with ωB97M-V/def2-TZVPD.

Properties
* gap between HOMO and LUMO: 0.210 Eh
* lowest unoccupied orbital energy: -0.26429 hartree
* total charge: +2

Positions of all 76 atoms, in Å:
W  -0.390  1.096  -0.149
Br  2.158  -1.642  -5.993
C  1.320  -1.413  -4.340
C  0.821  -2.532  -3.631
Br  1.032  -4.252  -4.333
C  0.174  -2.378  -2.406
Br  -0.470  -3.801  -1.379
C  0.026  -1.085  -1.922
O  -0.539  -0.716  -0.750
C  0.573  -0.006  -2.580
O  0.510  1.105  -1.832
C  1.214  -0.127  -3.811
Br  1.883  1.415  -4.622
C  3.457  -0.967  -0.976
O  2.330  -0.750  -0.118
C  2.539  -1.001  1.208
C  3.654  -1.659  1.713
C  3.759  -1.910  3.079
Br  5.257  -2.846  3.723
C  2.783  -1.493  3.964
C  1.679  -0.804  3.467
C  1.560  -0.585  2.106
O  0.332  -0.059  1.645
C  0.607  -0.368  4.374
N  -0.021  -1.154  5.195
C  -0.937  -0.332  5.849
C  -1.854  -0.652  6.851
C  -2.628  0.372  7.354
C  -2.501  1.688  6.879
C  -1.606  2.018  5.881
C  -0.835  0.979  5.376
N  0.141  0.936  4.382
H  3.671  -2.033  -1.074
H  4.336  -0.444  -0.597
H  3.188  -0.559  -1.943
H  4.434  -1.996  1.052
H  2.854  -1.691  5.022
H  -0.245  0.169  2.397
H  -1.933  -1.663  7.221
H  -3.339  0.167  8.141
H  -3.117  2.462  7.314
H  -1.503  3.038  5.536
H  0.691  1.725  4.086
C  -3.630  -1.239  -1.447
N  -3.291  -2.013  -0.264
C  -3.579  -3.346  -0.102
C  -3.171  -3.705  1.140
N  -2.629  -2.583  1.702
C  -2.719  -1.544  0.851
S  -2.326  0.067  1.337
H  -3.424  -1.848  -2.326
H  -3.009  -0.346  -1.474
H  -4.683  -0.966  -1.418
H  -4.039  -3.921  -0.884
H  -3.213  -4.646  1.655
H  -2.227  -2.504  2.626
C  -3.538  2.901  -4.887
C  -2.225  2.808  -4.116
C  -2.410  2.817  -2.643
N  -2.058  1.873  -1.842
N  -2.265  2.110  -0.517
C  -2.795  3.321  -0.293
N  -3.039  3.807  0.912
S  -3.163  4.137  -1.768
H  -3.336  2.886  -5.954
H  -4.071  3.825  -4.668
H  -4.194  2.065  -4.652
H  -1.568  3.643  -4.375
H  -1.684  1.891  -4.353
H  -2.734  3.294  1.726
H  -3.471  4.707  1.042
O  -0.630  2.379  1.569
Se  0.685  3.246  0.898
O  -0.023  3.360  -0.606
O  1.463  1.773  0.475
O  1.403  4.377  1.720

In terms of stability, 1 leads; the second structure lies 251.3 kJ/mol higher.

--- 1 ---
Computed, not measured: the molecule C5H8Si, with ωB97M-V/def2-TZVPD.

Properties
* gap between HOMO and LUMO: 0.290 Eh
* lowest unoccupied orbital energy: -0.00107 hartree
* SMILES string: CC1=C[C@@H]1C=[SiH2]
* total charge: 0

Positions of all 14 atoms, in Å:
C  -0.186  0.961  0.176
C  -0.660  0.922  1.543
C  1.185  1.336  -0.339
C  0.721  0.202  -0.806
C  0.935  -1.100  -1.236
Si  -1.249  -0.473  2.390
H  -0.896  1.222  -0.549
H  -1.041  1.999  1.651
H  1.698  2.227  -0.361
H  0.173  -1.960  -0.931
H  1.780  -1.458  -0.659
H  0.921  -1.146  -2.335
H  -0.626  -1.739  2.749
H  -2.261  -0.196  3.300

--- 2 ---
Computed, not measured: the molecule C5H8Si, with ωB97M-V/def2-TZVPD.

Properties
* gap between HOMO and LUMO: 0.298 Eh
* lowest unoccupied orbital energy: -0.05154 hartree
* total charge: 0

Positions of all 14 atoms, in Å:
C  -1.189  -0.152  1.049
C  -1.892  -0.546  2.005
C  -0.903  1.329  0.664
C  0.309  1.101  -0.256
C  -0.042  -0.254  -0.741
Si  1.124  -1.711  -0.488
H  -1.842  1.707  0.269
H  -0.670  1.907  1.523
H  0.550  1.895  -1.009
H  1.403  1.019  0.182
H  -0.702  -0.268  -1.527
H  0.102  -2.782  -0.692
H  1.803  -1.227  0.678
H  1.951  -2.017  -1.657

In terms of stability, 1 leads; the second structure lies 104.0 kJ/mol higher.

--- 1 ---
Computed, not measured: the molecule C23H24N6O3S, with ωB97M-V/def2-TZVPD.

Properties
* gap between HOMO and LUMO: 0.330 Eh
* lowest unoccupied orbital energy: 0.01066 hartree
* SMILES string: O=c1[nH]c(C2CCN(S(=O)(=O)Cc3ccccc3)CC2)nc2c1nnn2Cc1ccccc1
* total charge: 0

Positions of all 57 atoms, in Å:
O  -1.326  -3.289  -2.829
C  -0.912  -2.241  -2.396
C  0.401  -1.833  -1.980
N  1.590  -2.474  -1.885
N  2.449  -1.670  -1.402
N  1.888  -0.477  -1.160
C  0.593  -0.525  -1.511
N  -0.334  0.453  -1.427
C  -1.522  0.083  -1.767
N  -1.809  -1.156  -2.246
H  -2.764  -1.382  -2.501
C  -2.654  1.076  -1.669
H  -2.934  1.359  -2.691
C  -3.873  0.481  -0.952
C  -3.442  -0.070  0.413
N  -2.360  0.701  0.982
S  -0.979  -0.116  1.429
O  -0.878  -1.355  0.714
O  0.129  0.792  1.426
C  -1.347  -0.528  3.172
C  -0.103  -1.152  3.697
C  0.836  -0.391  4.381
C  2.029  -0.957  4.794
C  2.300  -2.286  4.517
C  1.372  -3.048  3.826
C  0.177  -2.485  3.417
H  -0.538  -3.074  2.864
H  1.583  -4.083  3.599
H  3.234  -2.726  4.834
H  2.752  -0.357  5.327
H  0.631  0.649  4.587
H  -2.193  -1.207  3.150
H  -1.599  0.407  3.663
C  -2.298  2.096  0.619
C  -2.202  2.327  -0.904
H  -2.834  3.171  -1.180
H  -1.173  2.547  -1.184
H  -3.193  2.582  1.025
H  -1.421  2.500  1.121
H  -4.295  -0.071  1.105
H  -3.072  -1.093  0.316
H  -4.350  -0.309  -1.533
H  -4.607  1.278  -0.819
C  2.604  0.614  -0.553
C  2.368  1.876  -1.340
C  1.557  2.876  -0.823
C  1.303  4.018  -1.563
C  1.855  4.165  -2.825
C  2.662  3.168  -3.346
C  2.917  2.026  -2.606
H  3.543  1.245  -3.014
H  3.092  3.278  -4.330
H  1.656  5.056  -3.402
H  0.671  4.795  -1.157
H  1.120  2.738  0.154
H  3.658  0.326  -0.542
H  2.234  0.738  0.470

--- 2 ---
Computed, not measured: the molecule C23H24N6O3S, with ωB97M-V/def2-TZVPD.

Properties
* gap between HOMO and LUMO: 0.319 Eh
* lowest unoccupied orbital energy: 0.00996 hartree
* SMILES string: CC(=O)c1ccc(NC(=O)CSc2nc(Nc3ccccc3)nc(N3CCOCC3)n2)cc1
* total charge: 0

Positions of all 57 atoms, in Å:
C  2.366  -2.813  5.210
C  2.991  -2.979  3.845
O  4.182  -3.159  3.713
C  2.084  -2.917  2.674
C  2.628  -3.155  1.410
C  1.852  -3.123  0.272
C  0.492  -2.836  0.375
C  -0.063  -2.597  1.634
C  0.720  -2.638  2.768
H  0.260  -2.446  3.724
H  -1.118  -2.374  1.716
N  -0.355  -2.778  -0.727
C  -0.025  -2.709  -2.044
O  1.087  -2.844  -2.499
C  -1.224  -2.520  -2.963
H  -0.879  -2.084  -3.900
H  -1.691  -3.485  -3.164
S  -2.536  -1.474  -2.263
C  -1.590  -0.060  -1.829
N  -0.297  -0.096  -2.056
C  0.358  1.028  -1.695
N  1.665  1.107  -1.943
C  2.455  0.020  -2.474
H  1.816  -0.828  -2.709
C  3.508  -0.380  -1.435
H  4.191  -1.122  -1.850
O  4.300  0.725  -1.057
C  3.509  1.750  -0.508
H  4.192  2.559  -0.244
C  2.459  2.236  -1.515
H  1.799  2.979  -1.070
H  2.965  2.659  -2.390
H  3.001  1.389  0.401
H  3.006  -0.801  -0.551
H  2.957  0.368  -3.384
N  -0.239  2.081  -1.127
C  -1.556  1.985  -0.948
N  -2.287  0.919  -1.289
N  -2.127  3.065  -0.379
C  -3.455  3.340  -0.063
C  -4.497  2.446  -0.292
C  -5.790  2.798  0.050
C  -6.065  4.029  0.621
C  -5.029  4.919  0.850
C  -3.733  4.580  0.513
H  -2.927  5.278  0.692
H  -5.229  5.884  1.294
H  -7.077  4.295  0.884
H  -6.592  2.098  -0.133
H  -4.284  1.490  -0.738
H  -1.462  3.800  -0.174
H  -1.332  -2.607  -0.511
H  2.284  -3.316  -0.696
H  3.684  -3.371  1.343
H  1.599  -3.567  5.367
H  3.137  -2.918  5.969
H  1.913  -1.827  5.296

In terms of stability, 2 leads; the second structure lies 197.6 kJ/mol higher.